Record 1
{"formula": "C2H6O2", "method": "ωB97M-V/def2-TZVPD", "e_homo_ha": -0.4050, "multiplicity": 1, "e_lumo_ev": 0.76, "species": ["H", "O", "H", "H", "H", "C", "H", "O", "C", "H"], "xyz": [[-3.643768, -0.079334, 1.140530], [0.928411, -0.745550, 0.547591], [1.146716, 1.258013, 0.857352], [-2.276336, -0.661513, 0.129334], [-3.142557, 0.782395, -0.332703], [1.328499, 0.463565, 0.140653], [-3.980006, -0.808450, -0.400840], [1.856872, 0.688454, -0.910804], [-3.266943, -0.193459, 0.132404], [1.406343, -1.400581, 0.014204]], "forces_ev_per_a": [[0.14, 0.10, 0.26], [0.28, -0.08, 0.48], [-0.42, -0.03, 0.44], [-0.30, -0.10, 0.16], [-0.28, 0.01, -0.05], [0.31, 0.30, -0.73], [-0.01, -0.03, -0.33], [0.13, -0.22, 0.02], [0.46, 0.02, -0.04], [-0.31, 0.03, -0.21]], "nbo_charge": [0.211, -0.681, 0.118, 0.214, 0.212, 0.641, 0.213, -0.574, -0.850, 0.496]}

---

Record 2
{"formula": "C3HO3", "method": "ωB97M-V/def2-TZVPD", "e_homo_ha": [-0.0907, -0.0960], "multiplicity": 1, "e_lumo_ev": [4.32, 4.33], "charge": -1, "species": ["C", "O", "H", "C", "O", "C", "O"], "xyz": [[1.337102, 0.048930, -0.082609], [1.117817, -0.960390, 0.799590], [-1.595792, -0.918798, -0.242602], [0.758997, 0.481912, 1.135526], [1.614217, -0.022792, -1.272605], [-1.316892, 0.189227, -0.052444], [-1.915449, 1.181914, -0.284853]], "forces_ev_per_a": [[-1.26, -1.58, -1.61], [1.09, -0.28, 0.23], [-0.11, 0.57, -0.15], [-1.94, 0.02, -0.83], [0.48, 0.67, 1.15], [2.87, 1.05, 1.84], [-1.12, -0.46, -0.63]], "nbo_charge": [0.594, -0.591, 0.055, -0.132, -0.668, 0.324, -0.581]}

---

Record 3
{"formula": "C2H3NOS2", "method": "ωB97M-V/def2-TZVPD", "e_homo_ha": -0.3213, "multiplicity": 1, "e_lumo_ev": -0.15, "species": ["H", "O", "C", "H", "H", "S", "C", "N", "S"], "xyz": [[-0.258891, 1.080657, -2.228293], [0.359926, -0.342690, -0.772978], [-0.331008, 0.851144, -1.085438], [-0.518068, -1.776163, 0.211298], [-1.007186, 1.322276, 0.671392], [0.617224, -0.163191, 1.986340], [0.314983, -1.021093, 0.416890], [-0.999775, 1.591717, -0.303779], [1.822797, -1.542656, 1.104567]], "forces_ev_per_a": [[0.08, -0.64, 2.36], [0.42, 1.94, -1.84], [-0.40, -0.07, 0.02], [1.07, 0.77, 1.56], [0.09, -0.23, 0.07], [-0.84, 0.28, 0.20], [-2.33, -0.66, -0.84], [0.66, -0.46, -1.37], [1.25, -0.93, -0.16]], "nbo_charge": [0.193, -0.544, 0.406, 0.232, 0.350, 0.069, -0.193, -0.674, 0.161]}

---

Record 4
{"formula": "C32H52F12O14S", "method": "ωB97M-V/def2-TZVPD", "e_homo_ha": -0.3568, "multiplicity": 1, "e_lumo_ev": 0.56, "species": ["H", "F", "S", "H", "C", "H", "H", "O", "C", "H", "H", "O", "C", "H", "C", "H", "H", "H", "O", "H", "H", "H", "H", "C", "H", "O", "H", "C", "C", "C", "O", "C", "H", "H", "C", "H", "O", "H", "F", "C", "H", "H", "C", "H", "F", "H", "F", "H", "H", "C", "C", "C", "C", "C", "O", "F", "H", "H", "H", "O", "F", "C", "H", "C", "C", "C", "H", "H", "C", "H", "H", "C", "F", "H", "H", "F", "H", "C", "O", "H", "C", "H", "C", "O", "H", "C", "O", "H", "O", "F", "H", "H", "H", "C", "O", "H", "F", "C", "C", "H", "H", "F", "H", "C", "H", "C", "H", "O", "H", "F", "H"], "xyz": [[1.674852, -1.501958, 1.411915], [0.527648, -8.330505, -1.592814], [-1.361485, 2.541162, -0.777382], [-8.476160, 1.413438, -1.316455], [-0.099805, 0.237693, 2.217222], [-7.581623, 3.845578, -1.193592], [11.855773, 4.591216, -4.046252], [-0.467279, 1.597980, 0.258879], [-2.373928, -5.330824, 4.757872], [-6.568671, 1.421626, -3.564163], [5.340726, 3.338529, 1.612836], [-0.123137, -5.006127, -2.370937], [7.310132, 2.934651, 0.848220], [11.534966, 4.256166, -2.348012], [-7.284386, -0.888793, -1.695400], [-0.372026, -4.801574, 4.145206], [1.888711, 0.420348, 3.026949], [-3.880403, -2.085622, 1.252278], [-2.769050, 2.659753, 0.018877], [-1.990064, 0.814770, 1.471091], [-2.730122, -5.583618, 3.760315], [1.246182, -2.135574, -1.207870], [-7.187598, -2.318325, 0.381729], [8.865150, 1.826471, 4.012688], [11.002604, 6.926438, -3.748958], [-2.284055, -3.237651, 3.064351], [-7.032846, -3.956942, -0.263641], [-3.260971, -1.744249, 4.678224], [2.061779, -0.519958, 1.147343], [1.278996, -3.160942, -1.584684], [7.914452, 2.889056, 2.161695], [-7.065381, 3.019153, -1.681570], [-2.863711, -5.995043, 5.465879], [-8.956585, 2.586569, -2.520636], [-0.124788, -3.686620, -1.781032], [-5.518007, -2.134883, 1.938845], [1.697598, -0.346484, -0.229151], [-8.180149, 1.336148, -4.193476], [0.707927, -7.272635, -3.462113], [7.399753, 4.562445, -3.237018], [-1.125232, 2.151982, 2.171335], [7.490937, 3.940061, 0.479425], [-6.637146, -2.944974, -0.324705], [12.756276, 5.455631, -2.787447], [-2.818705, -1.456714, 5.901160], [-6.994703, -0.880197, -3.807357], [8.213001, 2.696878, 4.786309], [-0.405989, 0.166111, 3.259128], [-0.672942, -3.061472, -2.482059], [-6.063255, 2.411923, -0.684108], [0.097236, -6.010212, -1.542963], [-4.734515, 1.959567, -1.308930], [-7.580262, 1.109864, -3.311335], [10.737477, 6.136169, -3.050636], [0.292094, -5.946910, -0.366402], [-4.596387, -1.770016, 4.718149], [-6.540438, 1.593091, -0.146825], [-6.557472, 3.433654, -2.551685], [-3.248704, 0.645730, -0.395979], [-2.820563, -4.003606, 5.112917], [-1.244438, -7.632933, -2.606753], [-6.829456, -2.360449, -1.725375], [-7.614492, -2.920917, -2.235074], [0.027175, -7.338742, -2.316951], [5.826289, 2.651920, 0.917264], [-1.004028, 1.267425, 1.544353], [-5.890928, -2.413113, -2.272170], [10.627288, 6.584750, -2.064414], [-7.665340, -0.407105, -3.086688], [-8.143500, -0.850095, -1.024500], [1.720174, 1.047539, -1.710988], [-8.114452, 1.995035, -2.160789], [6.794367, 3.667742, -2.467221], [1.830887, -3.774090, -0.870932], [-5.798265, 3.176964, 0.049192], [6.596624, 5.622824, -3.359706], [5.632870, 1.638640, 1.266365], [2.288536, 0.689682, -0.845724], [3.333428, 1.212153, -0.506040], [-4.269276, 1.499066, 0.723671], [11.784512, 5.044386, -3.057285], [-8.670420, -0.734527, -3.352357], [-2.710515, -3.087853, 4.169509], [-5.262533, -2.958517, 0.047032], [-6.474654, -0.304152, -1.260763], [-3.726391, 1.605438, -0.216345], [9.029282, 4.770744, -1.474711], [5.370899, 2.764425, -0.063924], [-1.570237, 1.668878, -1.909270], [7.574063, 4.029155, -4.445189], [-4.886564, 1.093835, -1.950040], [-0.534055, -5.165374, 5.860837], [-0.357227, -0.725786, 1.774217], [-0.870016, -5.451525, 4.863732], [9.461367, 5.641142, -3.506039], [-5.111029, -0.976016, 0.660928], [8.894978, 0.657656, 4.638451], [8.739743, 4.989470, -2.612444], [8.198592, 1.689876, 2.631959], [7.822725, 2.244282, 0.180482], [-0.562377, -6.477801, 4.669182], [10.123346, 2.258324, 3.873918], [-4.365117, 2.798401, -1.894184], [-4.938675, -1.997506, 1.021729], [1.570326, 1.524183, 1.700287], [1.407448, 0.509386, 2.053808], [1.829936, -3.177459, -2.526616], [8.016564, 0.639121, 2.094543], [3.139165, -0.561134, 1.283914], [-2.888978, -0.767250, 3.857728], [-0.683352, -3.707516, -0.845854]], "forces_ev_per_a": [[-0.01, -0.12, -0.09], [0.06, -0.11, 0.13], [0.28, -0.15, 0.25], [0.00, -0.10, 0.08], [-0.11, 0.16, -0.61], [-0.04, 0.06, 0.03], [0.05, 0.08, -0.03], [-0.77, 0.31, -0.08], [0.16, -0.52, -0.02], [0.18, -0.14, 0.10], [0.01, 0.08, -0.07], [-0.06, -0.05, -0.08], [-0.35, 0.16, -0.45], [0.01, 0.05, 0.06], [0.07, -0.85, -0.04], [-0.03, -0.06, -0.07], [0.13, 0.05, 0.04], [0.08, -0.15, 0.02], [0.35, -0.15, -0.20], [-0.10, 0.04, -0.23], [0.01, 0.17, -0.05], [-0.06, -0.29, -0.16], [-0.15, -0.14, 0.16], [-0.03, -0.04, 0.10], [-0.14, -0.03, -0.10], [0.07, 0.13, -0.20], [0.14, -0.15, 0.03], [0.01, 0.08, 0.04], [0.14, -0.34, 0.43], [0.11, -0.17, 0.02], [0.11, 0.06, 0.06], [-0.36, -0.65, 0.49], [-0.07, 0.14, 0.09], [-0.21, -0.18, -0.05], [0.00, 0.49, 0.11], [-0.03, -0.05, 0.08], [0.09, 0.85, -0.06], [0.11, 0.00, -0.17], [0.08, 0.02, -0.13], [-0.05, -0.10, -0.02], [0.22, 0.24, -0.15], [0.14, 0.04, 0.16], [0.26, 0.40, -0.22], [0.00, 0.04, -0.01], [0.10, 0.01, 0.12], [-0.02, -0.08, -0.09], [-0.08, 0.10, 0.08], [0.07, 0.12, 0.11], [-0.02, -0.14, -0.11], [0.35, 0.58, -0.41], [-0.06, 0.27, -0.05], [-0.35, 0.03, 0.50], [-0.62, 0.00, 0.16], [0.47, 0.19, 0.06], [0.04, -0.13, 0.17], [-0.15, -0.07, -0.04], [0.01, -0.07, 0.14], [0.12, 0.09, -0.04], [0.32, 0.11, -0.20], [-0.11, 0.07, 0.05], [-0.18, 0.00, -0.03], [-0.50, 0.47, 0.33], [0.16, -0.18, -0.24], [0.07, -0.10, -0.03], [0.04, -0.11, 0.31], [0.02, -0.34, 0.77], [0.01, -0.35, -0.16], [-0.12, -0.11, 0.04], [0.37, 0.49, -0.20], [-0.01, 0.30, 0.11], [-0.11, -0.39, -0.06], [0.40, 0.70, -0.49], [-0.06, -0.10, 0.14], [-0.05, 0.02, 0.04], [-0.06, -0.01, 0.15], [-0.08, 0.17, -0.01], [0.00, -0.04, -0.10], [1.24, 0.64, 0.32], [-1.30, -0.63, -0.15], [0.14, 0.10, 0.18], [-0.16, -0.22, -0.02], [-0.09, -0.19, 0.17], [-0.02, -0.30, 0.12], [-0.08, -0.13, 0.10], [-0.04, 0.23, 0.00], [-0.68, -0.30, 0.16], [-0.05, -0.08, 0.20], [0.01, -0.01, -0.02], [0.02, 0.06, -0.21], [0.03, -0.06, -0.14], [0.10, 0.05, -0.24], [-0.03, -0.09, 0.03], [0.15, -0.13, 0.00], [0.07, 0.28, 0.02], [-0.10, 0.04, -0.07], [-0.10, 0.04, -0.03], [0.00, -0.18, 0.05], [0.19, 0.15, -0.09], [-0.09, 0.20, -0.23], [0.06, -0.11, 0.14], [-0.03, -0.02, 0.00], [0.16, 0.07, -0.06], [0.24, -0.16, -0.24], [0.11, 0.22, -0.07], [0.19, 0.05, -0.08], [-0.38, -0.33, 0.27], [-0.06, 0.07, -0.02], [0.03, -0.22, 0.04], [0.12, 0.24, -0.27], [0.02, 0.21, -0.15], [0.04, -0.15, 0.03]], "lowdin_charge": [0.125, 0.175, 0.954, 0.097, -0.150, 0.103, 0.084, -0.342, -0.187, 0.097, 0.087, 0.037, -0.191, 0.078, -0.222, 0.077, 0.119, 0.075, -0.350, 0.096, 0.127, 0.058, 0.111, -0.559, 0.125, 0.161, 0.118, -0.557, -0.169, -0.048, 0.040, -0.198, 0.126, 0.101, -0.181, 0.089, -0.066, 0.103, 0.170, -0.557, 0.128, 0.109, -0.220, 0.083, 0.177, 0.110, 0.167, 0.109, 0.127, -0.204, -0.410, -0.172, -0.193, -0.192, 0.168, 0.170, 0.100, 0.108, 0.108, 0.040, 0.169, -0.169, 0.113, -0.560, -0.059, -0.237, 0.119, 0.126, -0.204, 0.113, 0.149, -0.196, 0.175, 0.083, 0.114, 0.174, 0.074, -0.312, 0.067, 0.120, -0.058, 0.114, -0.407, -0.178, 0.086, -0.253, 0.166, 0.065, -0.390, 0.176, 0.105, 0.084, 0.113, -0.056, 0.039, 0.073, 0.174, -0.400, -0.412, 0.127, 0.085, 0.167, 0.119, -0.109, 0.116, -0.146, 0.089, 0.171, 0.124, 0.163, 0.125]}

---

Record 5
{"formula": "C4H11Cl3HgO3", "method": "ωB97M-V/def2-TZVPD", "e_homo_ha": -0.0217, "multiplicity": 1, "e_lumo_ev": 4.79, "charge": -2, "species": ["Cl", "H", "C", "O", "H", "O", "H", "H", "Cl", "O", "Cl", "H", "C", "H", "H", "Hg", "H", "C", "H", "H", "C", "H"], "xyz": [[-15.016457, 14.364779, 1.454717], [-12.838354, 13.664650, 1.925706], [-13.972041, 17.788145, 0.388407], [-13.428812, 17.712228, -3.970586], [-13.727895, 19.681768, -4.504196], [-12.853097, 17.372109, -0.278464], [-14.281439, 18.806569, 0.058424], [-13.777887, 17.909419, 1.478006], [-12.716668, 14.113305, -0.362804], [-13.063281, 14.760717, -3.693498], [-10.029928, 16.233748, -2.687093], [-14.024586, 13.230767, -2.662585], [-13.410773, 19.046926, -3.634432], [-12.483095, 12.808583, -3.471000], [-13.945027, 13.073083, -4.448076], [-12.635600, 16.431359, -2.263792], [-12.409779, 19.429085, -3.357869], [-13.396380, 13.447646, -3.554616], [-12.860591, 15.406534, 1.552631], [-14.850721, 17.130702, 0.250386], [-13.250557, 14.430988, 1.277317], [-14.162540, 19.290289, -2.852366]], "forces_ev_per_a": [[-0.08, 0.06, 0.09], [-0.07, -0.04, 0.00], [0.00, 0.51, -0.59], [0.13, 0.23, 0.46], [0.09, -0.03, 0.03], [0.49, -0.45, 0.30], [-0.22, -0.10, 0.04], [-0.10, -0.25, 0.04], [-0.08, -0.46, 0.27], [-0.25, 0.17, 0.10], [0.18, 0.04, 0.22], [-0.05, -0.21, -0.15], [-0.50, -0.19, -0.71], [-0.18, -0.23, 0.10], [-0.09, -0.06, 0.08], [-0.14, 0.22, -1.10], [-0.10, 0.08, 0.32], [0.45, 0.29, 0.21], [-0.38, 0.19, -0.11], [-0.06, 0.05, 0.21], [0.62, -0.05, -0.06], [0.35, 0.22, 0.27]], "nbo_charge": [-0.071, 0.194, -0.211, -0.970, 0.081, -0.989, 0.114, 0.096, 0.035, -0.962, -0.903, 0.102, -0.220, 0.097, 0.098, 1.529, 0.118, -0.203, 0.248, 0.119, -0.405, 0.103]}

---

Record 6
{"formula": "C9H18BFNO8PS3", "method": "ωB97M-V/def2-TZVPD", "e_homo_ha": -0.3436, "multiplicity": 1, "e_lumo_ev": -0.40, "species": ["P", "C", "H", "O", "C", "H", "H", "H", "H", "C", "H", "O", "H", "O", "N", "O", "C", "H", "C", "H", "O", "F", "C", "O", "C", "H", "O", "H", "S", "H", "H", "B", "S", "S", "H", "C", "H", "C", "H", "H", "H", "O"], "xyz": [[-1.073851, -2.777590, -2.015488], [2.334692, 0.160102, -1.045559], [2.370389, -0.411333, -0.115263], [1.368694, -2.708146, 2.872415], [0.303514, -1.691730, -1.366017], [-4.336366, -1.076231, -1.612116], [-2.860222, -0.450108, 0.873317], [0.362500, 5.102356, 2.314353], [-1.468271, -0.091826, -2.825074], [-0.166313, -0.215639, -1.052961], [-0.998809, 4.459761, 3.293328], [-3.952982, -0.213850, -1.786848], [1.987481, 2.081342, 3.969761], [0.850298, -0.996787, -3.751855], [0.038875, -2.254108, 1.030672], [-2.907295, 0.325705, 0.311544], [-0.410854, 4.337967, 2.383880], [-1.325813, 1.353680, -1.881299], [-1.431365, 0.261362, -1.796163], [-1.588639, -2.087236, -3.110419], [1.278548, 2.684108, 1.213953], [-0.408401, -3.960904, 2.432929], [0.851901, -2.408068, -0.119431], [2.688263, -0.742685, -2.132379], [1.388050, 2.978467, 3.830812], [-1.064129, 4.387863, 1.515465], [1.864091, -3.028419, -0.092716], [2.035574, 3.837836, 3.659464], [1.559582, -1.672568, -2.701711], [-0.947975, -2.374836, 0.835335], [0.930602, 1.182890, -2.302667], [-2.811276, 0.076560, -1.057626], [0.357133, 2.717792, 2.387369], [-0.753807, -4.653618, -2.244655], [0.753432, 3.136280, 4.702645], [0.449242, -2.955291, 2.180608], [-0.376807, -0.168694, 0.016538], [0.985367, 0.782118, -1.288582], [0.884003, 1.611674, -0.586909], [3.127121, 0.902153, -0.998114], [-2.018685, -2.495471, -0.996670], [2.132507, -2.944880, -2.943866]], "forces_ev_per_a": [[-0.03, -0.56, 0.14], [0.00, 0.19, 0.02], [0.01, 0.04, 0.00], [-0.16, -0.18, -0.20], [0.04, 0.07, 0.13], [-0.45, 0.17, 0.18], [-0.17, 0.12, 0.25], [0.02, -0.02, -0.01], [0.10, 0.13, -0.02], [0.03, 0.24, -0.23], [-0.01, 0.00, -0.01], [0.63, -0.25, -0.16], [-0.01, -0.01, -0.02], [0.13, 0.01, 0.04], [-0.19, -0.50, 0.02], [0.29, -0.37, -0.23], [-0.02, 0.06, 0.02], [-0.04, -0.03, -0.02], [-0.04, 0.26, 0.06], [0.03, 0.15, 0.00], [-0.01, 0.02, 0.05], [-0.03, 0.14, 0.13], [-0.19, 0.34, -0.15], [0.02, -0.16, 0.23], [0.02, 0.02, 0.06], [0.00, -0.02, 0.00], [0.57, -0.10, 0.05], [0.00, 0.00, -0.03], [-0.36, 0.05, -0.15], [0.00, 0.05, 0.03], [0.12, -0.08, 0.00], [-0.28, -0.01, -0.02], [0.01, -0.06, -0.01], [0.03, 0.10, 0.09], [0.00, -0.01, 0.00], [0.13, 0.20, 0.02], [0.01, -0.20, -0.01], [-0.03, 0.02, 0.12], [-0.11, -0.04, -0.06], [0.03, -0.05, -0.20], [-0.10, 0.24, -0.08], [0.02, 0.02, -0.05]], "nbo_charge": [0.876, -0.069, 0.191, -0.494, -0.723, 0.504, 0.498, 0.234, 0.251, -0.192, 0.231, -0.927, 0.246, -0.947, -0.727, -0.939, -0.828, 0.269, -0.838, 0.012, -1.006, -0.327, 0.692, -0.697, -0.829, 0.244, -0.496, 0.234, 2.421, 0.400, 0.229, 1.192, 1.255, -0.464, 0.231, 0.987, 0.240, -0.474, 0.283, 0.225, -0.093, -0.873]}